[1]
21
Properties=species:S:1:pos:R:3:nbo_charge:R:1 method="wB97M-V/def2-TZVPD" e_lumo_ha=0.0207 spin_multiplicity=1 orbital_gap_ev=9.9 e_above_lowest_ev=1.086 smiles=C[C@H](N)CCN.O total_charge=0 homo_ev=-9.4
C -1.16 -0.22 -2.41 -0.603
C -0.54 -0.18 -1.02 -0.049
N -0.92 -1.39 -0.28 -0.858
C -0.98 1.10 -0.31 -0.433
C -0.58 1.29 1.14 -0.217
N 0.86 1.63 1.21 -0.827
H -0.81 0.61 -3.02 0.203
H -2.26 -0.21 -2.28 0.206
H -0.93 -1.17 -2.88 0.215
H 0.55 -0.17 -1.12 0.158
H -0.12 -1.98 -0.12 0.368
H -1.45 -1.14 0.54 0.363
H -0.57 1.96 -0.85 0.221
H -2.08 1.23 -0.39 0.210
H -0.76 0.41 1.75 0.161
H -1.14 2.13 1.58 0.193
H 1.25 1.35 2.11 0.356
H 1.33 1.03 0.54 0.332
O 2.73 -1.79 1.41 -0.926
H 1.93 -1.29 1.17 0.460
H 3.34 -1.46 0.74 0.466

=====

[2]
53
Properties=species:S:1:pos:R:3:nbo_charge:R:1 method="wB97M-V/def2-TZVPD" e_lumo_ha="-0.2635 / -0.3351" s2=6.05 spin_multiplicity=5 orbital_gap_ev="7.3 / 5.6" total_charge=+2 homo_ev="-14.5 / -14.8"
Ru 0.02 -0.66 -1.21 0.855
C 2.91 -0.02 -1.43 -0.443
N 2.02 -1.16 -1.68 -0.401
C 2.55 -2.33 -0.96 -0.427
C 1.95 -1.45 -3.13 -0.244
C 1.16 -0.38 -3.89 -0.275
N -0.01 -0.07 -3.11 -0.381
C -1.16 0.38 -3.64 0.018
C -2.31 0.41 -2.81 0.305
F -2.15 -0.13 -1.54 -0.294
C -3.53 0.92 -3.19 0.369
F -4.53 0.93 -2.32 -0.263
C -3.70 1.41 -4.48 -0.244
C -2.62 1.36 -5.35 0.349
F -2.77 1.81 -6.58 -0.257
C -1.38 0.87 -4.96 0.393
F -0.36 0.92 -5.81 -0.278
H 3.92 -0.24 -1.80 0.231
H 2.98 0.15 -0.35 0.240
H 2.54 0.88 -1.91 0.226
H 3.55 -2.57 -1.32 0.226
H 1.91 -3.20 -1.10 0.228
H 2.61 -2.10 0.10 0.233
H 1.45 -2.42 -3.26 0.230
H 2.96 -1.53 -3.55 0.242
H 0.89 -0.77 -4.88 0.259
H 1.76 0.52 -4.06 0.245
H -4.64 1.84 -4.79 0.288
Se 0.02 1.63 0.17 -0.241
P -0.32 0.16 1.82 1.062
Se -0.55 -1.84 0.81 0.028
C -1.78 0.60 2.82 -0.454
C -2.37 1.85 2.66 -0.175
C -3.46 2.18 3.45 -0.187
C -3.94 1.27 4.38 -0.144
C -3.34 0.03 4.53 -0.203
C -2.26 -0.32 3.74 -0.129
C 1.19 -0.07 2.82 -0.446
C 2.29 0.75 2.59 -0.203
C 3.48 0.47 3.24 -0.183
C 3.57 -0.61 4.11 -0.156
C 2.45 -1.40 4.35 -0.203
C 1.26 -1.14 3.70 -0.136
H -1.98 2.56 1.94 0.233
H -3.93 3.14 3.33 0.241
H -4.79 1.53 4.99 0.243
H -3.71 -0.68 5.26 0.242
H -1.80 -1.30 3.84 0.210
H 2.20 1.60 1.92 0.235
H 4.34 1.09 3.04 0.238
H 4.51 -0.83 4.59 0.243
H 2.52 -2.24 5.03 0.243
H 0.40 -1.77 3.88 0.215

=====

[3]
82
Properties=species:S:1:pos:R:3:lowdin_charge:R:1 method="wB97M-V/def2-TZVPD" e_lumo_ha=-0.0982 spin_multiplicity=1 orbital_gap_ev=6.1 smiles="N=P(O)(O)c1c(C(F)(F)C(F)(F)F)cc(CCOC=O)c2nsnc12.COCCOC.COCCOC.COCCOC" total_charge=0 homo_ev=-8.8
N 4.94 0.65 -4.40 -0.185
P 4.11 0.24 -3.06 0.690
O 5.12 -0.96 -2.23 -0.241
O 3.87 1.57 -1.94 -0.233
C 2.39 -0.51 -3.38 -0.108
C 1.18 0.34 -4.10 -0.013
C 1.28 1.91 -4.59 -0.167
F 2.55 2.28 -5.26 0.015
F 0.19 2.13 -5.61 -0.018
C 0.99 3.02 -3.40 -0.127
F 0.36 2.40 -2.21 0.022
F 0.01 4.04 -3.92 0.016
F 2.23 3.80 -3.08 0.032
C -0.29 -0.41 -4.33 0.068
C -0.59 -1.98 -3.86 -0.038
C -2.08 -2.66 -4.09 -0.118
C -3.33 -1.61 -3.89 -0.191
O -4.18 -1.91 -2.69 -0.150
C -4.57 -0.55 -2.20 -0.103
O -3.84 0.02 -1.21 -0.035
C 0.61 -2.86 -3.12 -0.168
N 0.56 -4.30 -2.60 -0.283
S 2.17 -4.64 -1.91 0.930
N 2.92 -3.10 -2.22 -0.315
C 2.05 -2.06 -2.93 -0.153
H 4.33 0.44 -5.22 -0.015
H 4.74 -1.08 -1.31 0.064
H 3.30 1.15 -1.20 0.090
H -1.22 0.13 -4.84 0.114
H -2.20 -3.50 -3.25 0.135
H -2.18 -3.16 -5.15 0.133
H -4.08 -1.68 -4.82 0.144
H -3.02 -0.49 -3.79 0.107
H -5.47 -0.02 -2.75 0.174
C -1.01 4.06 0.00 -0.105
O -2.38 3.65 0.02 -0.189
C -2.52 2.27 0.35 -0.200
C -2.91 2.08 1.83 -0.186
O -1.86 2.51 2.70 -0.198
C -2.10 3.81 3.23 -0.105
H -0.99 5.15 0.02 0.092
H -0.46 3.68 0.86 0.088
H -0.54 3.71 -0.92 0.053
H -1.61 1.71 0.12 0.123
H -3.33 1.87 -0.27 0.088
H -3.07 1.02 2.02 0.122
H -3.85 2.61 2.06 0.126
H -2.84 3.75 4.03 0.072
H -2.44 4.51 2.46 0.084
H -1.16 4.19 3.64 0.089
C 8.39 -6.50 0.18 -0.109
O 8.23 -7.02 -1.14 -0.195
C 7.01 -7.74 -1.29 -0.194
C 5.94 -6.89 -1.98 -0.195
O 5.55 -5.78 -1.17 -0.226
C 6.19 -4.57 -1.58 -0.117
H 9.18 -5.74 0.15 0.091
H 7.48 -6.02 0.55 0.083
H 8.69 -7.29 0.86 0.085
H 6.65 -8.11 -0.32 0.124
H 7.23 -8.62 -1.91 0.122
H 5.04 -7.51 -2.13 0.120
H 6.28 -6.56 -2.97 0.128
H 5.70 -4.19 -2.48 0.077
H 7.25 -4.71 -1.78 0.087
H 6.08 -3.84 -0.78 0.088
C -4.90 5.61 6.10 -0.105
O -4.59 4.23 5.91 -0.215
C -4.32 3.56 7.14 -0.191
C -5.54 2.75 7.61 -0.193
O -6.63 3.61 7.95 -0.197
C -7.60 3.68 6.91 -0.112
H -5.35 5.99 5.19 0.091
H -5.60 5.76 6.93 0.085
H -3.98 6.17 6.30 0.086
H -3.99 4.26 7.91 0.126
H -3.49 2.86 6.95 0.123
H -5.26 2.20 8.52 0.122
H -5.84 2.02 6.85 0.125
H -8.21 2.78 6.92 0.087
H -7.14 3.81 5.93 0.082
H -8.24 4.55 7.10 0.089

=====

[4]
10
Properties=species:S:1:pos:R:3:nbo_charge:R:1 method="wB97M-V/def2-TZVPD" e_lumo_ha="-0.1789 / -0.3222" s2=0.75 spin_multiplicity=2 orbital_gap_ev="10.3 / 6.4" e_above_lowest_ev=0.000 total_charge=+1 homo_ev="-15.2 / -15.1"
S -2.57 1.02 1.09 0.289
S -1.06 -0.17 1.58 0.328
H -1.98 2.19 0.96 0.185
H -1.34 -1.12 0.65 0.187
H 2.20 -0.92 0.18 0.475
H 2.83 0.50 0.28 0.501
O 1.99 -0.02 0.28 -0.971
H 0.40 0.00 -2.14 0.496
H -0.07 -1.09 -1.15 0.454
O -0.39 -0.38 -1.72 -0.943

=====

Asked for max |F| across the records above, the calculation gives 0.01778, 0.02367, 0.18833, 0.04149 Eh/bohr in order.